Record 1
DFT (ωB97M-V with the def2-TZVPD basis set) results for a molecular structure, C3H5IN2.

Positions of all 11 atoms, in Å:
C -0.916 0.424 0.000
C 0.440 0.815 0.517
C -0.560 -0.489 -1.055
N -0.001 -1.570 -1.004
N 0.887 0.148 1.457
I 2.889 0.139 1.770
H -1.587 1.106 -0.486
H 0.986 1.464 -0.094
H -1.465 0.142 1.018
H -0.845 -0.213 -2.107
H 0.173 -1.966 -0.016

The spin multiplicity is 1. As for the frontier orbital gap: 9.40 eV. The value obtained for the HOMO energy is -0.34745 Ha. The energy comes out at -14270.24291 eV.

Charges obtained by Löwdin population analysis, quoted in units of e:
1 C -0.18
2 C -0.41
3 C -0.35
4 N 0.11
5 N -0.47
6 I 0.74
7 H 0.09
8 H 0.08
9 H 0.17
10 H 0.13
11 H 0.10

Record 2
DFT (ωB97M-V with the def2-TZVPD basis set) results for 2 unconnected molecules or ions with the total composition C3H12N3O.

Positions of all 19 atoms, in Å:
C 0.394 -1.444 -0.930
C 0.707 -0.327 -1.664
N 1.170 0.795 -1.135
N -0.024 -2.661 -1.671
H 0.335 -1.555 0.145
H 0.709 -0.370 -2.751
H 1.166 1.621 -1.743
H 0.853 1.023 -0.184
H -0.882 -3.083 -1.288
H 0.702 -3.392 -1.710
H -0.251 -2.381 -2.633
N -0.492 2.458 2.412
C -1.009 1.480 1.532
O -0.067 0.308 1.365
H -0.663 2.238 3.382
H 0.508 2.578 2.296
H -1.945 1.083 1.906
H -1.047 1.856 0.512
H -0.164 -0.226 2.158

The net charge is +2. Its expectation value of S² is 0.7737. The spin multiplicity is 2. As for the frontier orbital gap (spin up / spin down): 7.71 / 3.73 eV. The value obtained for the HOMO energy (spin up / spin down) is -0.59895 / -0.59646 Ha. The energy comes out at -9803.48587 eV.

Charges obtained by Löwdin population analysis, quoted in units of e:
1 C 0.10
2 C -0.03
3 N 0.30
4 N 0.26
5 H 0.14
6 H 0.17
7 H 0.19
8 H 0.12
9 H 0.20
10 H 0.21
11 H 0.18
12 N 0.06
13 C -0.26
14 O -0.15
15 H 0.10
16 H 0.09
17 H 0.13
18 H 0.10
19 H 0.09

Record 3
DFT (ωB97M-V with the def2-TZVPD basis set) results for C5H11N3 in the gas phase.

Positions of all 19 atoms, in Å:
C -2.113 -1.402 0.122
C -0.973 -0.499 0.707
N -0.021 -1.630 1.154
C -0.304 0.406 -0.053
N -0.349 1.673 -0.300
C 0.726 2.140 -0.995
C 1.758 0.927 -0.759
N 0.896 -0.195 -0.557
H -2.794 -1.862 0.950
H -1.618 -2.322 -0.270
H -2.548 -0.658 -0.673
H -1.411 0.255 1.398
H 0.543 -1.304 1.853
H 0.151 -2.417 0.448
H 1.365 2.962 -0.290
H 0.400 2.414 -2.026
H 2.750 0.944 -1.593
H 2.209 1.350 0.413
H 1.334 -0.780 0.473

The spin multiplicity is 1. As for the frontier orbital gap: 9.23 eV. The value obtained for the HOMO energy is -0.31193 Ha. The energy comes out at -9827.60227 eV. The SMILES is C[C@@H](N)C1=NCCN1.

Charges obtained by Löwdin population analysis, quoted in units of e:
1 C -0.05
2 C -0.35
3 N -0.01
4 C -0.42
5 N 0.05
6 C -0.28
7 C -0.26
8 N -0.04
9 H 0.11
10 H 0.06
11 H 0.11
12 H 0.17
13 H 0.03
14 H 0.13
15 H 0.15
16 H 0.11
17 H 0.16
18 H 0.15
19 H 0.20

| no. | maximum force (hartree/bohr) |
| --- | --- |
| 1 | 0.0987 |
| 2 | 0.0454 |
| 3 | 0.1678 |